[1]
CH4NO3S | wB97M-V/def2-TZVPD

Geometry (Å):
C1 0.530 -0.948 0.938
N1 -0.083 1.338 -2.270
O1 -1.647 0.393 -0.760
O2 0.911 -0.113 -0.160
O3 -0.234 -0.234 1.847
S1 -0.451 1.182 -0.804
H1 1.500 -1.191 1.341
H2 -0.055 -1.879 0.578
H3 0.767 1.786 -2.319
H4 -1.237 -0.334 1.608

LUMO ... 4.086 eV
HOMO level ... -3.65 eV
Strongest force on any atom ... 3.35 eV/Å
Net charge ... -1
Total energy ... -19569.0963 eV
Relative energy (zero: lowest compared OMol25 entry of this formula, charge and spin) ... 1.636 eV
Multiplicity ... 1

natural (NBO) atomic charge list, values in e, 4 entries: atom 1 (C): 0.23, atom 2 (N): -1.18, atom 3 (O): -1.03, atom 4 (O): -0.86

---

[2]
CH4NO4P | wB97M-V/def2-TZVPD

Geometry (Å):
C1 1.760 0.549 0.916
N1 1.366 -0.517 0.323
O1 -3.595 -1.458 0.205
O2 -1.401 -0.364 0.944
O3 -3.357 1.076 0.126
O4 2.238 -1.385 -0.147
P1 -2.721 -0.268 -0.015
H1 -2.092 -0.372 -1.279
H2 0.997 1.219 1.296
H3 2.809 0.845 1.092
H4 -0.520 -0.512 0.535

LUMO ... 7.073 eV
HOMO level ... -0.06 eV
Strongest force on any atom ... 1.02 eV/Å
Net charge ... -2
Total energy ... -20070.8072 eV
Relative energy (zero: lowest compared OMol25 entry of this formula, charge and spin) ... 1.043 eV
Multiplicity ... 1

natural (NBO) atomic charge list, values in e, 4 entries: atom 1 (C): -0.36, atom 2 (N): -0.12, atom 3 (O): -1.22, atom 4 (O): -1.09

---

[3]
CH4NO4P | wB97M-V/def2-TZVPD

Geometry (Å):
O1 3.899 -0.819 0.552
N1 3.628 0.216 0.026
O2 4.319 1.139 -0.214
O3 2.315 0.353 -0.341
P1 1.387 -1.071 -0.152
C1 -0.207 -0.134 -0.402
O4 -0.383 0.670 0.738
H1 1.301 -0.981 1.247
H2 -0.127 0.458 -1.323
H3 -1.029 -0.855 -0.520
H4 -1.073 1.323 0.586

LUMO ... 0.651 eV
HOMO level ... -10.03 eV
Strongest force on any atom ... 1.48 eV/Å
Net charge ... 0
Total energy ... -20066.2427 eV
Relative energy (zero: lowest compared OMol25 entry of this formula, charge and spin) ... 7.071 eV
SMILES string ... O=[N+]([O-])OPCO
Multiplicity ... 1

natural (NBO) atomic charge list, values in e, 4 entries: atom 1 (O): -0.38, atom 2 (N): 0.74, atom 3 (O): -0.33, atom 4 (O): -0.59

---

[4]
CH4NOPS | wB97M-V/def2-TZVPD

Geometry (Å):
C1 -0.920 -0.525 -0.428
N1 0.913 0.389 1.060
O1 0.120 -1.456 -0.271
P1 -0.451 1.141 0.352
S1 1.595 -0.747 -0.059
H1 -1.175 -0.377 -1.487
H2 -1.789 -0.951 0.087
H3 1.571 0.924 1.603
H4 0.135 1.602 -0.857

LUMO ... 0.522 eV
HOMO level ... -8.28 eV
Strongest force on any atom ... 1.18 eV/Å
Net charge ... 0
Total energy ... -24761.7817 eV
Relative energy (zero: lowest compared OMol25 entry of this formula, charge and spin) ... 0.713 eV
Multiplicity ... 1

natural (NBO) atomic charge list, values in e, 4 entries: atom 1 (C): -0.35, atom 2 (N): -1.10, atom 3 (O): -0.66, atom 4 (P): 0.72

---

[5]
CH4NS | wB97M-V/def2-TZVPD

Geometry (Å):
S1 -1.766 2.110 -0.701
H1 -0.867 2.739 0.069
C1 0.377 -0.644 -0.086
N1 0.603 -1.895 0.033
H2 -0.499 -0.326 -0.651
H3 0.773 0.058 0.652
H4 1.379 -2.041 0.683

LUMO ... 4.290 eV
HOMO level ... -2.59 eV
Strongest force on any atom ... 2.12 eV/Å
Net charge ... -1
Total energy ... -13427.2066 eV
Relative energy (zero: lowest compared OMol25 entry of this formula, charge and spin) ... 0.339 eV
Multiplicity ... 1

natural (NBO) atomic charge list, values in e, 4 entries: atom 1 (S): -1.06, atom 2 (H): 0.08, atom 3 (C): -0.03, atom 4 (N): -0.65

---

[6]
CH4NS | wB97M-V/def2-TZVPD

Geometry (Å):
S1 1.370 -0.658 -1.366
H1 1.036 0.468 -2.022
C1 -1.065 0.303 1.160
N1 -1.783 1.150 1.798
H2 -0.038 0.466 0.839
H3 -1.516 -0.688 1.006
H4 -2.220 0.700 2.605

LUMO ... 4.276 eV
HOMO level ... -2.59 eV
Strongest force on any atom ... 2.81 eV/Å
Net charge ... -1
Total energy ... -13426.4333 eV
Relative energy (zero: lowest compared OMol25 entry of this formula, charge and spin) ... 1.112 eV
Multiplicity ... 1

natural (NBO) atomic charge list, values in e, 4 entries: atom 1 (S): -1.07, atom 2 (H): 0.09, atom 3 (C): 0.03, atom 4 (N): -0.72